(1)
{"formula": "C34H28IN10O2SSeTi", "method": "ωB97M-V/def2-TZVPD", "homo_energy_ev": [-6.939, -6.938], "energy_ev": -162111.2415, "max_force_ev_per_a": 0.74, "e_lumo_ev": [-0.5, -0.5], "e_above_lowest_ev": 0.422, "multiplicity": 2, "symbols": ["Ti", "S", "N", "C", "C", "C", "C", "C", "N", "C", "C", "N", "C", "C", "C", "C", "C", "N", "H", "H", "H", "H", "H", "H", "C", "N", "C", "C", "N", "N", "C", "N", "N", "H", "H", "H", "H", "H", "H", "H", "H", "H", "H", "H", "I", "C", "C", "C", "C", "C", "C", "C", "C", "C", "C", "H", "H", "H", "H", "H", "H", "Se", "C", "N", "O", "C", "O", "C", "C", "C", "C", "C", "C", "H", "H", "H", "H", "H"], "xyz": [[-0.38577, 0.30089, 0.39394], [-2.24377, -1.63148, -6.88114], [-2.57166, -0.29809, -6.03149], [-2.04841, -0.47325, -4.83042], [-2.10299, 0.48106, -3.74172], [-2.72823, 1.72100, -3.83826], [-2.70222, 2.55162, -2.74242], [-2.03275, 2.14080, -1.59598], [-1.41778, 0.96622, -1.49070], [-1.47220, 0.13646, -2.54598], [-0.81418, -1.15696, -2.38506], [-0.26469, -1.38980, -1.18969], [0.37209, -2.53895, -1.00192], [0.48838, -3.50946, -1.98591], [-0.08414, -3.28316, -3.22019], [-0.75966, -2.08670, -3.42829], [-1.39014, -1.72359, -4.68055], [-1.42682, -2.47061, -5.77012], [-3.21215, 2.00398, -4.76341], [-3.17333, 3.52384, -2.75756], [-1.97274, 2.79209, -0.73656], [0.80324, -2.68546, -0.01998], [1.02711, -4.42245, -1.77553], [-0.01584, -4.00391, -4.02395], [5.09555, -0.85732, 1.26313], [3.91962, -0.97110, 0.41261], [4.20942, -1.16233, -1.00377], [2.68042, -0.57389, 0.80539], [1.75663, -0.09839, 0.06129], [2.43567, -0.75622, 2.16599], [1.48623, -0.10460, 2.91097], [1.61154, -0.36094, 4.26344], [0.60628, 0.66700, 2.38876], [5.50713, -1.84122, 1.50348], [4.87672, -0.31808, 2.18260], [5.85964, -0.28544, 0.73515], [4.96051, -1.94859, -1.08925], [4.58245, -0.24783, -1.46843], [3.31524, -1.47808, -1.53679], [2.08852, 0.14144, -0.87429], [3.12387, -1.28186, 2.67367], [1.84055, -1.31176, 4.51619], [0.83854, -0.02133, 4.81443], [0.01533, 1.04663, 3.12206], [-2.51632, 1.76769, 2.29435], [-1.21655, 3.43240, 2.34791], [-1.47781, 4.40993, 3.26316], [-0.68762, 5.57766, 3.27154], [0.29873, 5.73005, 2.34290], [0.56540, 4.72517, 1.37963], [1.55971, 4.93035, 0.39415], [1.77986, 3.98673, -0.56267], [1.04677, 2.77844, -0.53115], [0.11682, 2.47544, 0.43562], [-0.17457, 3.50603, 1.38022], [-2.29292, 4.30255, 3.96591], [-0.88700, 6.35251, 4.00023], [0.89377, 6.63552, 2.31933], [2.12092, 5.85760, 0.41132], [2.52835, 4.12002, -1.33355], [1.25461, 2.06560, -1.32239], [1.89574, 0.14713, -3.69165], [3.10837, 1.28366, -2.95797], [3.87189, 1.97671, -2.42290], [-0.56833, -1.53880, 1.65429], [-1.77439, -1.67513, 1.31562], [-2.29805, -0.80767, 0.55879], [-2.57304, -2.84386, 1.76615], [-1.96752, -3.86532, 2.49095], [-2.71378, -4.95883, 2.89950], [-4.06638, -5.02859, 2.59128], [-4.67366, -4.00798, 1.87091], [-3.92684, -2.91768, 1.45500], [-0.91358, -3.77745, 2.72200], [-2.24552, -5.75852, 3.45870], [-4.64885, -5.88228, 2.91351], [-5.72749, -4.06535, 1.63198], [-4.37195, -2.11393, 0.88358]], "lowdin_charge": [0.898, 1.012, -0.211, -0.298, -0.080, 0.027, -0.009, -0.088, 0.062, -0.150, -0.196, 0.054, -0.101, -0.016, 0.022, -0.115, -0.306, -0.210, 0.124, 0.115, 0.093, 0.115, 0.112, 0.125, -0.044, -0.138, -0.050, -0.386, 0.116, 0.159, -0.471, 0.155, 0.058, 0.091, 0.087, 0.098, 0.095, 0.067, 0.049, 0.021, 0.134, 0.102, 0.104, 0.025, 1.156, -0.595, -0.170, -0.090, -0.039, -0.169, -0.043, -0.058, -0.131, -0.234, -0.256, 0.084, 0.101, 0.111, 0.108, 0.092, 0.042, 0.521, -0.965, 0.021, -0.089, -0.622, -0.165, -0.130, -0.020, -0.078, -0.084, -0.073, -0.012, 0.113, 0.102, 0.103, 0.104, 0.118]}



(2)
{"formula": "C34H29F6N2O4P2ReS2", "method": "ωB97M-V/def2-TZVPD", "homo_energy_ev": [-16.313, -16.320], "energy_ev": -105546.8886, "max_force_ev_per_a": 5.00, "e_lumo_ev": [-10.5, -11.6], "e_above_lowest_ev": 0.000, "total_charge": 3, "multiplicity": 4, "symbols": ["Re", "C", "N", "C", "P", "C", "C", "C", "C", "C", "C", "C", "C", "C", "C", "C", "C", "C", "C", "C", "C", "C", "C", "P", "C", "C", "C", "C", "C", "C", "C", "C", "C", "C", "C", "C", "H", "H", "H", "H", "H", "H", "H", "H", "H", "H", "H", "H", "H", "H", "H", "H", "H", "H", "H", "H", "H", "H", "H", "H", "H", "H", "H", "H", "H", "F", "C", "F", "F", "S", "O", "O", "N", "S", "O", "O", "C", "F", "F", "F"], "xyz": [[0.00178, 0.89907, 1.35612], [-1.18184, -1.89514, 0.24596], [0.14351, -2.27348, -0.33119], [1.45443, -1.85166, 0.27559], [1.83999, -0.06579, 0.16383], [2.36381, 0.57278, -1.45328], [3.45910, 1.47952, -1.55063], [3.93674, 1.81638, -2.81780], [3.28354, 1.41463, -3.98643], [2.17614, 0.63036, -3.86906], [1.74466, 0.16109, -2.61433], [3.48399, -0.05878, 0.99305], [3.55198, 0.30084, 2.32817], [4.78416, 0.42736, 2.99663], [5.94811, 0.11916, 2.32331], [5.93143, -0.26811, 1.00775], [4.69389, -0.36447, 0.34513], [0.18386, -3.44796, -1.15681], [1.01393, -3.55758, -2.31565], [0.99569, -4.70688, -3.12405], [0.24714, -5.81109, -2.71962], [-0.59903, -5.73707, -1.57763], [-0.66230, -4.56902, -0.86616], [-1.55845, -0.15589, 0.01460], [-1.86593, 0.21006, -1.70665], [-2.34312, 1.49327, -1.99194], [-3.11806, 1.66911, -3.14803], [-3.31378, 0.59271, -4.01222], [-2.61727, -0.56723, -3.84796], [-1.85605, -0.75570, -2.68609], [-3.17445, 0.03133, 0.90003], [-3.25899, 0.07637, 2.29850], [-4.50449, 0.25332, 2.93001], [-5.69121, 0.34858, 2.20812], [-5.59730, 0.23846, 0.82485], [-4.38378, 0.05889, 0.16611], [-1.12789, -2.13079, 1.33769], [-1.93062, -2.53886, -0.25111], [2.22851, -2.46667, -0.22663], [1.41480, -2.12219, 1.37781], [3.89845, 1.89231, -0.63108], [4.85478, 2.38220, -2.80927], [3.72436, 1.67776, -4.96418], [1.73501, 0.26894, -4.76730], [0.88283, -0.47833, -2.55861], [2.59240, 0.51886, 2.86790], [4.84223, 0.76456, 4.02488], [6.89125, 0.31131, 2.85620], [6.84383, -0.59794, 0.51005], [4.67146, -0.80854, -0.67772], [1.71929, -2.78464, -2.58902], [1.56412, -4.75178, -4.04191], [0.26310, -6.72609, -3.26792], [-1.18265, -6.60656, -1.16983], [-1.26173, -4.56529, 0.05193], [-2.13500, 2.28786, -1.31511], [-3.42276, 2.67682, -3.39023], [-3.92590, 0.77708, -4.89108], [-2.59582, -1.24579, -4.66483], [-1.28821, -1.65567, -2.51077], [-2.36014, -0.06972, 2.93292], [-4.53971, 0.29333, 4.00220], [-6.63567, 0.51055, 2.72735], [-6.52362, 0.25980, 0.25068], [-4.36086, -0.03158, -0.92082], [-0.49551, 3.96965, 5.98904], [-0.72210, 2.64764, 6.20147], [-1.81887, 2.51684, 6.90770], [0.29998, 2.05505, 6.78774], [-0.34795, 1.89821, 4.37171], [0.09106, -0.62006, 2.18321], [1.09158, 1.62976, 4.14707], [-0.65348, 2.28342, 2.58645], [-0.24127, 3.73393, 1.70791], [0.14241, 2.90831, 0.50829], [0.73874, 4.69639, 2.15772], [-1.84751, 4.96584, 1.00784], [-1.28800, 5.66270, 0.02092], [-2.35968, 5.68676, 2.03050], [-2.93703, 4.21723, 0.49806]], "lowdin_charge": [1.286, -0.262, -0.077, -0.229, 0.981, -0.353, -0.067, -0.025, -0.033, -0.052, -0.097, -0.367, -0.085, -0.030, -0.051, -0.035, -0.085, -0.180, 0.029, 0.002, 0.036, -0.001, 0.003, 0.960, -0.384, -0.067, -0.010, -0.030, -0.026, -0.073, -0.318, -0.103, -0.041, -0.018, -0.038, -0.053, 0.125, 0.123, 0.127, 0.137, 0.125, 0.123, 0.141, 0.110, 0.065, 0.071, 0.124, 0.137, 0.129, 0.131, 0.113, 0.132, 0.129, 0.157, 0.134, 0.089, 0.128, 0.135, 0.118, 0.088, 0.082, 0.114, 0.134, 0.128, 0.110, 0.103, -0.654, 0.226, 0.166, 1.030, -0.452, -0.488, -0.572, 0.774, -0.495, -0.216, -0.431, 0.188, 0.168, 0.083]}



(3)
{"formula": "C34H29NO4P2RhS3", "method": "ωB97M-V/def2-TZVPD", "homo_energy_ev": -5.122, "energy_ev": -99503.7461, "max_force_ev_per_a": 1.12, "e_lumo_ev": 2.3, "e_above_lowest_ev": 0.661, "total_charge": -1, "symbols": ["Rh", "S", "P", "C", "P", "S", "C", "C", "C", "C", "C", "C", "C", "C", "C", "C", "C", "C", "C", "C", "C", "C", "C", "C", "C", "C", "C", "C", "C", "C", "H", "H", "H", "H", "H", "H", "H", "H", "H", "H", "H", "H", "H", "H", "H", "H", "H", "H", "H", "H", "C", "C", "C", "C", "C", "C", "C", "S", "O", "O", "N", "C", "C", "O", "O", "H", "H", "H", "H", "H", "H", "H", "H", "H"], "xyz": [[-2.30203, 0.59854, 0.16422], [-2.01811, 0.46158, 2.56677], [-0.22170, 0.99218, 1.81806], [-0.24598, 0.92032, 0.15877], [-0.30218, 1.19506, -1.48008], [-2.21148, 1.38675, -2.09132], [0.48904, -0.22683, -2.29532], [-0.25439, -1.13925, -3.03106], [0.35378, -2.29360, -3.51355], [1.69779, -2.52915, -3.27478], [2.44812, -1.60778, -2.54981], [1.84362, -0.46281, -2.05901], [0.67798, 2.62882, -2.02719], [0.60959, 3.05641, -3.35110], [1.35240, 4.14937, -3.76504], [2.16160, 4.82503, -2.85760], [2.22492, 4.40674, -1.53763], [1.48341, 3.30678, -1.12271], [0.25231, 2.65687, 2.38094], [-0.73057, 3.64379, 2.42707], [-0.38025, 4.95572, 2.70417], [0.94776, 5.28933, 2.94060], [1.92789, 4.30857, 2.89907], [1.58143, 2.99307, 2.61658], [1.06014, -0.10210, 2.51067], [1.16326, -0.27917, 3.88867], [2.12535, -1.12782, 4.40955], [2.98430, -1.81347, 3.55643], [2.87885, -1.64642, 2.18460], [1.91745, -0.78823, 1.66233], [-1.31451, -0.97512, -3.18235], [-0.23978, -3.01652, -4.05884], [2.16461, -3.43314, -3.64679], [3.50044, -1.78642, -2.36469], [2.42269, 0.25261, -1.48386], [-0.03507, 2.53485, -4.04988], [1.29701, 4.48181, -4.79412], [2.73605, 5.68393, -3.18208], [2.84278, 4.93953, -0.82537], [1.51064, 2.98056, -0.08961], [-1.76408, 3.37406, 2.23826], [-1.14624, 5.72005, 2.73314], [1.21788, 6.31533, 3.15807], [2.96327, 4.56507, 3.08667], [2.34830, 2.22807, 2.57924], [0.47755, 0.24049, 4.54850], [2.20199, -1.26495, 5.48086], [3.72988, -2.48420, 3.96528], [3.53852, -2.18830, 1.51767], [1.81066, -0.65559, 0.59176], [1.06554, -5.61663, 0.28042], [-0.10635, -4.71409, -0.00048], [-1.18423, -5.14913, -0.76662], [-2.26250, -4.31839, -1.01683], [-2.27700, -3.02072, -0.51280], [-1.21526, -2.57815, 0.26539], [-0.14545, -3.42626, 0.51586], [-3.66627, -2.06382, -1.10107], [-3.35445, -1.73266, -2.47985], [-4.82210, -2.91760, -0.92119], [-3.79409, -0.78328, -0.14834], [-5.08191, -0.10428, -0.37849], [-5.07866, 1.22531, 0.33488], [-6.11070, 1.78575, 0.65485], [-3.89489, 1.73774, 0.50981], [1.11477, -6.43484, -0.43851], [0.99255, -6.05397, 1.27902], [2.00392, -5.06234, 0.23293], [-1.17915, -6.15353, -1.17559], [-3.09869, -4.66237, -1.61060], [-1.20050, -1.58170, 0.68337], [0.67869, -3.06653, 1.12265], [-5.92135, -0.70809, -0.04111], [-5.23879, 0.12917, -1.44186]], "lowdin_charge": [0.621, 0.380, 0.392, -0.598, 0.417, 0.423, -0.319, -0.087, -0.069, -0.094, -0.094, -0.106, -0.324, -0.089, -0.088, -0.097, -0.083, -0.073, -0.331, -0.080, -0.076, -0.095, -0.095, -0.100, -0.343, -0.091, -0.084, -0.092, -0.091, -0.095, 0.054, 0.108, 0.096, 0.096, 0.104, 0.104, 0.099, 0.096, 0.099, 0.082, 0.095, 0.104, 0.097, 0.098, 0.105, 0.106, 0.100, 0.097, 0.102, 0.079, -0.056, -0.279, -0.046, -0.064, -0.250, -0.050, -0.028, 0.563, -0.353, -0.320, -0.329, -0.201, -0.646, 0.036, -0.234, 0.069, 0.079, 0.071, 0.106, 0.111, 0.033, 0.094, 0.115, 0.122]}